# 1
42
Properties=species:S:1:pos:R:3:forces:R:3:lowdin_charge:R:1 method="wB97M-V/def2-TZVPD" e_tot_ev=-110039.5948 charge=-1
C -3.495882 1.467020 2.741341 1.9 -0.2 -0.3 -0.145
N 0.839847 -4.507967 -0.553197 2.6 0.2 0.2 0.090
H 0.374394 1.631479 2.387601 -2.5 -0.8 -0.4 0.073
C -2.007607 2.000798 3.132016 0.1 -3.2 -3.6 -0.042
C -1.326851 0.252618 1.135202 -0.9 1.3 0.7 -0.029
C 1.624841 0.977766 -1.506374 0.2 0.2 -1.7 -0.088
C 0.593847 -3.612885 -1.749613 3.8 -2.6 -5.3 -0.148
C 1.809348 2.684000 0.238078 -3.4 2.6 -1.6 -0.296
O -2.198942 2.396760 -3.669635 6.9 -5.5 2.2 -0.139
H -4.376053 1.986278 3.363265 2.1 -1.4 -1.6 0.094
O 1.119353 -4.037589 -2.933308 -2.9 2.4 7.4 -0.061
F 3.042680 -5.824132 -0.116741 -2.6 3.7 -0.3 -0.037
C -0.749393 1.339031 2.249162 -6.2 -1.1 -0.6 0.046
C 2.304147 -4.521715 -0.163125 3.2 5.2 1.6 -0.189
H 0.282856 -4.200569 0.273477 0.8 0.0 -0.8 0.114
C 0.363698 -1.862787 1.980046 -4.8 2.7 0.5 -0.019
H 1.582013 1.905873 -2.253161 -0.3 -2.0 1.8 0.122
H -1.185064 -2.383124 -2.380926 -0.9 -0.8 -0.1 0.104
C -1.175399 1.572142 -3.312458 -6.4 4.5 -0.7 -0.571
C -0.206201 -0.465563 0.132697 -2.4 -2.5 1.3 -0.307
H -1.818843 2.805688 3.977919 -0.6 -1.9 -2.0 0.079
O 2.986162 -3.416060 0.171812 -4.4 -8.1 -2.3 0.008
O -0.493080 -2.438613 2.869108 7.5 3.9 -6.6 -0.013
C 2.607710 3.279259 1.582207 0.3 -1.8 -0.4 -0.028
Br 0.161298 1.152022 -4.736187 -1.1 0.2 1.4 0.675
O 2.319968 1.409594 -0.287981 -2.2 3.8 1.0 -0.088
H -3.218955 -0.970783 0.097362 1.1 1.9 2.2 0.138
O 0.323614 -0.972214 -2.128812 0.9 2.2 0.8 -0.096
H 2.334128 0.188532 -2.052082 -1.7 1.6 1.7 0.171
C 0.174606 0.258875 -1.282874 0.0 -2.9 -1.1 -0.246
H -1.502128 1.930873 -1.085457 0.8 -2.0 -1.7 0.150
B -0.288415 -2.232802 -1.600387 -0.8 1.8 -0.9 -0.677
H 2.477370 2.439743 2.420521 0.3 1.9 -1.7 0.087
C -2.880125 -0.180560 0.925849 1.2 3.1 2.8 -0.028
H 3.780731 3.313296 1.375814 -2.7 0.1 0.3 0.098
C -1.197657 1.006111 -1.776484 0.2 0.2 -0.1 -0.054
H 2.170442 4.301353 1.952063 0.8 -2.2 -1.1 0.094
O 0.770501 3.382293 -0.256276 6.3 -4.8 2.6 -0.045
N -3.950661 0.450585 1.750924 5.6 1.4 0.6 -0.028
N 0.873266 -0.906495 1.095281 -1.8 -5.0 5.4 0.139
H -2.071962 0.195217 -1.728613 2.0 1.8 -0.3 0.153
O -0.773600 -1.793351 -0.278054 0.1 2.2 0.8 -0.063


# 2
86
Properties=species:S:1:pos:R:3:forces:R:3:lowdin_charge:R:1 method="wB97M-V/def2-TZVPD" e_tot_ev=-81578.5373 charge=-1
C 0.064623 -0.639819 -1.680777 0.9 -0.6 -3.0 -0.115
H 4.746972 -2.100587 0.308200 -0.4 0.0 -0.3 0.056
O -5.067805 7.560436 -3.800729 -0.1 0.0 -0.1 -0.079
F -1.293985 -3.115054 3.284099 0.4 0.1 -0.6 -0.153
H -1.317671 -0.594051 3.827103 0.8 -0.6 -0.4 0.072
F 2.277117 3.138874 -2.411522 0.6 -1.2 -0.1 -0.132
C -1.735512 3.692739 0.863888 0.4 -2.1 0.7 -0.072
H 3.277950 0.667128 2.857304 0.3 -0.8 -0.1 0.119
F 4.330422 0.925885 -3.640780 -0.7 1.1 0.5 -0.184
C -1.314175 -3.573623 -0.981694 -1.2 -0.4 0.0 -0.128
C 3.578960 -0.412801 2.934396 0.1 -0.5 1.3 -0.289
H 3.555856 -4.278864 0.532352 -0.8 0.7 0.4 0.102
F 4.449726 3.112578 -3.012543 -1.0 -0.9 0.1 -0.164
H 0.229466 -1.068722 -2.725899 -0.4 0.2 1.0 0.122
C 0.788624 0.758614 -1.906775 -2.3 -1.2 1.2 -0.383
H 1.574948 -4.108348 1.867738 -0.1 0.8 -0.8 0.084
H -2.531770 0.729517 -0.768514 0.6 0.5 0.8 0.109
C -1.276102 0.689185 1.110092 -1.6 4.1 -1.4 -0.186
C -2.271014 2.766638 -0.106768 0.7 0.5 0.4 -0.257
S 3.258087 1.994563 -2.974028 2.7 0.9 -1.5 0.900
H -2.141409 -4.345290 -1.063692 0.7 0.6 0.1 0.069
C 1.612224 -3.414099 0.977332 1.2 -1.7 -0.3 -0.279
H 1.117737 -2.539787 -1.319972 -1.0 0.6 0.6 0.079
F 1.186448 1.246742 -0.692283 0.2 0.2 -1.4 0.098
H -2.467096 -5.940651 2.340820 -0.1 0.6 -0.7 0.060
P 0.282355 -2.045750 1.092472 0.3 -0.2 0.2 0.669
C -4.056047 6.849489 -4.520037 0.2 0.2 0.3 -0.238
C -2.051390 1.356442 0.026342 0.5 0.1 0.8 -0.027
H -3.299666 7.556648 -4.873869 0.1 -0.1 -0.1 0.116
H 2.417744 -0.499299 1.033894 -1.1 -0.3 -0.3 0.066
O 2.414315 -1.238170 2.894232 0.4 0.5 -0.6 -0.264
H -4.625265 8.093225 -3.128873 -0.1 -0.1 -0.1 0.090
C -3.445928 5.789238 -3.621847 -0.5 -0.1 0.1 -0.253
H 3.907909 -1.506554 4.884874 0.0 0.8 -0.4 0.073
C -3.083948 3.347864 -1.315706 -0.3 -1.1 1.5 -0.073
C -1.024852 3.124495 1.984195 -0.8 -0.9 -1.6 -0.093
H 4.019479 -2.691358 -1.034830 -0.3 -0.2 0.4 0.064
H 5.394268 -0.914617 4.082685 -0.9 0.2 0.3 0.061
H -0.494129 -1.636886 4.977466 0.2 0.4 -0.9 0.080
C -1.037156 -3.384279 0.563543 -1.6 -1.7 -0.7 -0.410
C 1.595224 -0.778752 1.728972 1.6 1.1 1.2 -0.236
H 0.433924 -0.387288 4.141564 -0.2 -0.7 -0.5 0.063
H -1.877109 4.789664 0.797843 0.0 -0.9 -0.1 0.090
O -4.455166 4.899043 -3.165923 -0.3 0.2 -0.5 -0.096
F -0.147388 1.629247 -2.480663 1.2 -0.4 0.8 0.057
H -5.243676 5.441568 -3.020502 0.1 -0.1 0.0 0.087
H -2.987564 6.252480 -2.738872 0.2 0.2 -0.2 0.113
H -3.161023 -4.971872 0.896052 0.5 -0.4 0.7 0.062
H -1.851952 -1.128999 0.207667 1.0 0.5 0.5 0.067
C 0.803630 -1.634051 -0.728072 1.5 1.4 -1.7 -0.256
H 3.652285 -3.157274 1.828416 -0.8 0.5 -0.9 0.102
H 1.813553 -1.127037 -0.784711 -0.8 -0.8 1.1 0.055
H 0.700090 -2.966507 3.491910 -0.4 0.7 -0.7 0.108
H -1.037927 -0.553927 -1.696837 0.7 0.5 0.7 0.088
C -0.079503 -2.329823 2.987759 -0.4 -0.6 2.1 -0.353
H 1.207884 0.189536 2.120739 -0.2 -0.5 -0.6 0.066
H -4.543168 6.387085 -5.378898 0.0 0.0 0.1 0.122
H -0.305267 1.327671 2.968405 -0.4 0.4 -0.7 0.072
H -2.747069 2.951085 -2.298957 0.0 0.5 0.7 0.077
C 1.931722 0.655093 -2.997933 -1.0 -1.0 -1.3 -0.382
H -0.476896 -4.018948 -1.569217 -0.4 0.7 0.4 0.071
H 4.307062 -0.667229 2.119667 -0.8 0.3 0.3 0.099
H 4.370581 0.305264 4.892414 -0.3 -1.0 -0.2 0.063
C 4.322657 -0.649514 4.309345 0.8 0.3 -0.7 -0.080
C -1.213978 -0.824198 1.095358 -2.6 0.5 -0.2 -0.239
F 3.813031 1.558274 -1.521545 -1.1 0.4 -0.9 -0.140
C -2.326410 -5.598766 1.291583 0.9 -0.4 -1.2 -0.119
H -2.689438 5.210379 -4.153793 0.0 0.0 0.1 0.126
H -4.138060 2.986701 -1.171832 0.8 0.4 -0.3 0.085
N 3.839657 -2.332680 -0.099881 0.2 1.0 0.2 -0.023
H -3.124844 4.454563 -1.249653 0.3 -0.9 -0.3 0.052
H -2.074942 -3.138798 0.934927 1.2 0.3 0.0 0.089
C -0.908844 -4.880978 1.060891 -0.3 -0.8 0.4 -0.278
F 2.894394 2.449445 -4.512857 0.3 -0.1 1.5 -0.180
F 2.568375 -0.544732 -3.051525 -0.7 1.2 0.8 0.102
H -1.994417 -1.137336 1.858331 1.3 0.1 -0.2 0.102
H 1.373082 -4.116849 0.121825 -0.3 0.9 0.7 0.074
C -0.842283 1.702565 2.071498 0.3 -0.8 0.0 -0.069
H -2.312035 -6.526782 0.652256 -0.3 0.7 0.6 0.058
H -0.375976 -5.041331 2.023272 -0.1 0.6 -0.7 0.082
H -1.783548 -2.679593 -1.479802 0.9 -0.6 0.3 0.067
C 3.150187 -3.246893 0.821974 1.9 -2.3 0.8 -0.318
C -0.352198 -1.150301 3.964457 -0.4 0.2 1.5 -0.106
F 1.288898 0.757850 -4.215572 0.7 -0.2 1.3 0.080
H -0.612089 3.780546 2.776680 -0.3 -0.6 -0.6 0.089
H -0.353774 -5.489290 0.291349 -0.4 0.6 0.7 0.092


# 3
23
Properties=species:S:1:pos:R:3:forces:R:3:lowdin_charge:R:1 method="wB97M-V/def2-TZVPD" relative_energy_kcal_mol=22.3 smiles=CC(C)C.CCO
H -2.580957 -1.076791 0.000718 0.2 -0.2 -0.5 0.085
C 1.217365 2.270175 2.372716 -0.2 -0.5 0.3 -0.084
H -0.911575 0.683656 -1.783980 0.7 0.0 -0.3 0.071
H 1.301220 0.470546 0.965172 -0.6 0.2 0.7 0.091
H 1.864888 1.977611 3.206827 -0.2 0.3 0.0 0.075
C -1.534023 -0.884883 0.258755 -0.6 0.1 1.3 -0.105
C -0.513462 -1.226330 -0.793190 0.6 0.8 -1.4 -0.494
O 1.033582 2.213671 -0.009474 -0.1 -0.4 -0.2 -0.107
H -1.167989 -2.902459 -2.045066 -0.4 -0.1 0.3 0.075
C -0.730860 -0.361861 -2.042809 -1.6 -0.7 -0.7 -0.100
H 1.227553 3.355622 2.204196 0.6 -0.3 0.0 0.076
H 0.511070 -0.958176 -0.475836 -0.4 -0.2 0.4 0.113
H -0.847234 -3.250077 -0.267751 -0.4 -0.3 -0.4 0.071
C 1.594855 1.511500 1.116916 0.6 0.8 -1.4 -0.304
H 0.428503 -3.129563 -1.407569 0.2 0.3 -0.1 0.072
H 2.679486 1.438711 0.943830 0.0 0.4 0.4 0.108
H -1.370889 -1.475581 1.160033 0.1 -0.3 0.1 0.071
H -0.063075 -0.592322 -2.877821 0.7 0.6 0.5 0.077
H -1.548013 0.141632 0.641066 0.4 0.1 -0.5 0.073
C -0.549366 -2.707687 -1.167988 0.5 -0.2 0.6 -0.085
H 1.454485 3.076596 -0.068067 0.0 0.0 0.0 0.074
H -1.667225 -0.675686 -2.554636 -0.1 0.1 0.6 0.076
H 0.171661 2.101695 2.623958 0.0 -0.4 0.2 0.070